1:
DFT (the ωB97M-V functional and the def2-TZVPD basis) results for a cluster of 2 separate species, C4H8FNO in total.

As for the HOMO energy: -9.97 eV. The orbital gap comes out at 10.586 eV. The LUMO energy is 0.620 eV. As for the molecular weight: 105.11 g/mol.

Structure (XYZ):
```
15
C4H8FNO | the OMol25 dataset | the ωB97M-V functional and the def2-TZVPD basis
C 1.00 -0.41 -0.29
C 1.50 -0.82 1.04
C -1.38 0.00 -1.34
C -0.38 0.33 -0.26
N -0.23 1.54 0.29
O 1.50 -0.55 -1.38
F -1.12 -0.75 1.07
H 1.26 -0.03 1.71
H 0.89 -1.73 1.35
H 2.49 -1.17 1.00
H -0.97 0.27 -2.30
H -1.59 -1.03 -1.29
H -2.27 0.57 -1.14
H -1.12 2.00 0.34
H 0.41 1.78 1.20
```

2:
DFT (the ωB97M-V functional and the def2-TZVPD basis) results for the molecule C4H8FNO.

As for the HOMO energy: -9.81 eV. The orbital gap comes out at 10.765 eV. As for the SMILES: CCN(F)C(C)=O. The LUMO energy is 0.952 eV. As for the molecular weight: 105.11 g/mol.

Structure (XYZ):
```
15
C4H8FNO | the OMol25 dataset | the ωB97M-V functional and the def2-TZVPD basis
C -1.42 -0.39 0.16
C -2.51 0.52 -0.35
C 1.92 -0.34 -0.41
C 1.02 -0.28 0.82
N -0.33 0.27 0.72
O -1.56 -1.58 0.37
F -0.16 1.56 0.33
H -2.00 1.45 -0.16
H -2.64 0.52 -1.46
H -3.45 0.43 0.21
H 1.36 0.44 -1.10
H 2.89 0.04 -0.21
H 1.94 -1.22 -0.96
H 0.76 -1.23 1.32
H 1.61 0.37 1.53
```

So which one is most stable? That would be 1, about 131.0 kJ/mol below the next structure.

1:
DFT (the ωB97M-V functional and the def2-TZVPD basis) results for a structure of composition CHNO2S.

As for the HOMO energy (spin up / spin down): -8.03 / -10.88 eV. Its spin multiplicity is 3. The orbital gap (spin up / spin down) comes out at 7.587 / 7.367 eV. Its expectation value of S² is 2.01. The LUMO energy (spin up / spin down) is -0.443 / -3.518 eV. As for the molecular weight: 91.09 g/mol.

Structure (XYZ):
```
6
CHNO2S | the OMol25 dataset | the ωB97M-V functional and the def2-TZVPD basis
C 0.23 -0.54 0.31
N -0.34 0.64 -0.24
O 0.53 1.30 -0.82
O -1.52 0.85 -0.29
S 0.57 -1.83 -0.60
H 0.53 -0.43 1.64
```

2:
DFT (the ωB97M-V functional and the def2-TZVPD basis) results for a cluster of 2 separate species, CHNO2S in total.

As for the HOMO energy (spin up / spin down): -6.88 / -11.33 eV. Its spin multiplicity is 3. The orbital gap (spin up / spin down) comes out at 5.027 / 6.802 eV. Its expectation value of S² is 2.02. The LUMO energy (spin up / spin down) is -1.854 / -4.531 eV. As for the molecular weight: 91.09 g/mol.

Structure (XYZ):
```
6
CHNO2S | the OMol25 dataset | the ωB97M-V functional and the def2-TZVPD basis
C -0.11 -0.26 -1.77
N 0.14 -0.15 1.15
O 0.22 0.88 1.78
O -0.12 -1.26 1.58
S -0.04 0.99 -2.69
H -0.09 -0.21 -0.05
```

So which one is most stable? That would be 1, about 211.0 kJ/mol below the next structure.

1:
DFT (the ωB97M-V functional and the def2-TZVPD basis) results for a cluster of 2 separate species, C3H6O3S in total.

As for the HOMO energy (spin up / spin down): -7.92 / -7.59 eV. The orbital gap (spin up / spin down) comes out at 8.382 / 7.901 eV. The LUMO energy (spin up / spin down) is 0.466 / 0.307 eV. As for the molecular weight: 122.14 g/mol.

Structure (XYZ):
```
13
C3H6O3S | the OMol25 dataset | the ωB97M-V functional and the def2-TZVPD basis
C -0.39 -0.53 0.18
C -1.61 -1.80 -1.19
C 1.46 1.09 0.75
O -1.08 -0.71 1.14
O 2.14 1.16 -0.42
O -0.38 -1.04 -1.01
S 0.41 2.33 1.26
H -1.80 -2.33 -2.11
H -2.37 -0.96 -1.08
H -1.55 -2.52 -0.34
H 2.00 0.64 1.56
H 1.92 1.80 -1.02
H 1.25 2.86 2.27
```

2:
DFT (the ωB97M-V functional and the def2-TZVPD basis) results for the molecule C3H6O3S.

As for the HOMO energy (spin up / spin down): -8.32 / -8.32 eV. The orbital gap (spin up / spin down) comes out at 8.335 / 8.336 eV. The LUMO energy (spin up / spin down) is 0.020 / 0.020 eV. As for the molecular weight: 122.14 g/mol.

Structure (XYZ):
```
13
C3H6O3S | the OMol25 dataset | the ωB97M-V functional and the def2-TZVPD basis
C -1.02 -1.81 1.20
C -0.25 0.89 -1.10
C 0.06 -0.33 -0.20
O -3.62 -2.09 1.50
O 0.15 -1.75 1.85
O -1.17 -0.83 0.14
S -2.32 -2.61 1.97
H -0.60 0.71 -2.14
H -1.03 1.36 -0.46
H 0.51 1.65 -1.04
H 0.55 0.03 0.70
H 0.69 -1.04 -0.64
H 0.33 -2.60 2.38
```

So which one is most stable? That would be 2, about 126.2 kJ/mol below the next structure.

1:
DFT (the ωB97M-V functional and the def2-TZVPD basis) results for a cluster of 2 separate species, C14H16O in total.

As for the HOMO energy (spin up / spin down): 0.40 / -3.64 eV. Its spin multiplicity is 2. The orbital gap (spin up / spin down) comes out at 2.695 / 6.724 eV. Its expectation value of S² is 0.76. The LUMO energy (spin up / spin down) is 3.093 / 3.083 eV. As for the charge: -1. As for the molecular weight: 200.28 g/mol.

Structure (XYZ):
```
31
C14H16O | the OMol25 dataset | the ωB97M-V functional and the def2-TZVPD basis
C 0.02 -3.62 1.72
C -1.96 -2.24 -1.88
C -0.70 -1.80 -1.51
C -2.61 -3.20 -1.00
C -0.03 -2.20 -0.36
C -2.02 -3.51 0.24
C -0.74 -3.12 0.54
H -2.50 -1.70 -2.64
H -0.29 -1.05 -2.18
H -3.63 -3.52 -1.22
H 0.99 -1.95 -0.07
H -2.61 -4.15 0.89
H 0.94 -4.19 1.50
H -0.60 -4.28 2.32
H 0.25 -2.77 2.38
C 3.00 3.27 2.06
C -0.05 2.04 -0.71
C 0.36 1.13 0.26
C 0.48 3.32 -0.77
C 1.35 1.56 1.15
C 1.47 3.71 0.11
C 1.97 2.80 1.04
O -1.02 1.73 -1.62
H -0.04 0.12 0.36
H -1.31 0.81 -1.47
H 0.09 4.00 -1.52
H 1.51 0.95 2.03
H 1.84 4.73 0.05
H 3.82 3.73 1.52
H 3.43 2.42 2.58
H 2.58 4.00 2.75
```

2:
DFT (the ωB97M-V functional and the def2-TZVPD basis) results for a cluster of 2 separate species, C14H16O in total.

As for the HOMO energy (spin up / spin down): 0.93 / -3.67 eV. Its spin multiplicity is 2. The orbital gap (spin up / spin down) comes out at 2.305 / 6.801 eV. Its expectation value of S² is 0.76. The LUMO energy (spin up / spin down) is 3.234 / 3.134 eV. As for the charge: -1. As for the molecular weight: 200.28 g/mol.

Structure (XYZ):
```
31
C14H16O | the OMol25 dataset | the ωB97M-V functional and the def2-TZVPD basis
C 0.61 -2.95 0.83
C 3.03 -2.62 0.20
C 1.73 -2.19 0.40
C 3.97 -1.83 -0.54
C 3.54 -0.73 -1.28
C 1.37 -0.94 -0.25
C 2.27 -0.31 -1.10
H 3.34 -3.50 0.67
H 4.95 -2.39 -0.60
H 0.04 -3.48 0.17
H -0.28 -2.34 1.32
H 4.34 -0.50 -2.01
H 0.43 -0.50 -0.26
H 1.99 0.63 -1.57
H 0.98 -3.71 1.58
C -3.77 0.50 -1.80
C -0.63 1.83 -0.24
C -1.02 1.79 1.17
C -1.60 1.45 -1.15
C -2.90 1.03 -0.68
C -2.40 1.84 1.55
C -3.40 1.36 0.64
O -0.02 2.03 2.03
H 0.38 2.06 -0.48
H -1.27 1.43 -2.12
H -2.62 1.85 2.63
H -0.42 2.23 2.88
H -3.69 -0.44 -2.03
H -3.73 1.21 -2.63
H -4.36 1.34 0.96
H -4.70 0.48 -1.38
```

So which one is most stable? That would be 1, about 276.2 kJ/mol below the next structure.